1.
A 11-piece molecular cluster, C31H86N2O13 overall at a distorted geometry, computed with ωB97M-V/def2-TZVPD.

## Properties
* DFT total energy: -63135.82758 eV
* E_LUMO: 0.01686 Ha
* HOMO-LUMO gap: 8.8703 eV
* net charge: 0
* E_HOMO: -8.4 eV

Each line ends with the Mulliken charge.
Geometry (Å):
C: 2.277 -2.718 0.698  -0.267
O: 2.749 -1.630 -0.085  -0.353
H: 2.605 -3.660 0.242  0.312
H: 2.749 -2.613 1.676  0.151
H: 1.196 -2.741 0.821  -0.058
H: 2.207 -1.654 -0.893  0.400
C: -1.936 -0.003 4.276  -0.183
O: -1.663 0.620 5.512  -0.564
H: -1.301 0.375 3.465  -0.048
H: -1.698 -1.068 4.246  0.082
H: -2.978 0.113 3.966  0.291
H: -1.675 1.571 5.378  0.355
C: -0.913 -0.054 0.203  0.413
O: -1.859 -0.513 1.149  0.333
H: -0.487 -0.884 -0.367  -0.063
H: -1.341 0.656 -0.501  0.140
H: -0.062 0.430 0.700  -0.612
H: -1.483 -1.264 1.635  -0.333
C: 3.247 1.350 0.691  1.038
O: 3.389 2.761 0.495  -0.635
H: 2.188 1.098 0.677  -0.703
H: 3.768 0.780 -0.074  0.387
H: 3.590 1.088 1.690  -0.529
H: 4.288 2.933 0.202  0.280
C: 0.050 3.159 -1.766  -0.325
O: -1.229 2.834 -2.287  -0.522
C: -1.193 1.722 -3.145  0.274
C: -2.606 1.226 -3.332  -0.386
N: -2.745 0.145 -4.313  -0.113
C: -2.429 0.483 -5.701  -0.653
C: -2.566 -0.756 -6.561  -0.450
O: -2.270 -0.535 -7.920  -0.412
C: -3.322 0.075 -8.633  -0.704
H: -0.028 4.148 -1.317  0.244
H: 0.771 3.297 -2.582  0.318
H: 0.363 2.397 -1.050  0.020
H: -0.541 0.932 -2.743  -0.232
H: -0.740 1.996 -4.108  0.629
H: -3.231 2.085 -3.635  0.585
H: -3.074 0.966 -2.380  -0.633
H: -3.717 -0.148 -4.312  0.215
H: -1.401 0.834 -5.769  0.220
H: -3.079 1.286 -6.074  0.472
H: -3.524 -1.292 -6.469  0.533
H: -1.854 -1.512 -6.213  -0.028
H: -3.559 1.088 -8.296  0.278
H: -4.231 -0.537 -8.562  0.292
H: -3.032 0.117 -9.681  0.277
C: 5.153 4.629 3.472  -0.304
O: 6.132 3.916 4.215  -0.393
C: 6.833 2.903 3.527  -0.799
C: 6.025 1.636 3.361  0.299
N: 5.747 1.026 4.660  -0.268
C: 5.331 -0.361 4.629  -1.329
C: 4.012 -0.643 3.912  0.280
O: 2.986 0.115 4.513  -0.514
C: 1.751 -0.001 3.857  -0.071
H: 4.603 5.212 4.206  0.199
H: 4.498 3.957 2.918  0.053
H: 5.640 5.340 2.792  0.317
H: 7.739 2.701 4.099  0.380
H: 7.156 3.285 2.546  0.348
H: 6.617 0.904 2.799  0.417
H: 5.126 1.867 2.776  -0.400
H: 5.084 1.619 5.144  0.318
H: 5.286 -0.708 5.664  0.377
H: 6.107 -0.941 4.120  0.411
H: 3.754 -1.708 3.991  0.447
H: 4.172 -0.380 2.861  0.011
H: 1.492 -1.052 3.666  0.231
H: 1.682 0.573 2.930  -0.153
H: 0.959 0.388 4.500  0.312
C: -6.758 -0.509 1.084  -1.696
C: -5.309 -0.703 0.675  0.824
C: -4.988 -0.111 -0.691  -0.471
O: -4.532 -0.015 1.665  -0.588
H: -6.946 -0.939 2.064  0.417
H: -7.393 -1.014 0.348  0.375
H: -7.019 0.548 1.053  0.382
H: -5.041 -1.767 0.705  0.102
H: -4.045 -0.489 -1.088  -0.469
H: -4.988 0.977 -0.618  0.422
H: -5.762 -0.394 -1.415  0.296
H: -3.596 -0.205 1.474  0.348
C: 1.107 -1.637 -4.907  -1.333
C: 2.048 -1.452 -3.731  0.731
C: 2.610 -0.052 -3.545  -1.146
O: 1.436 -1.865 -2.499  -0.542
H: 0.252 -0.959 -4.931  0.029
H: 0.716 -2.658 -4.925  0.328
H: 1.691 -1.551 -5.827  0.562
H: 2.876 -2.148 -3.897  0.340
H: 3.431 -0.095 -2.827  0.338
H: 1.843 0.604 -3.142  0.047
H: 3.028 0.338 -4.476  0.440
H: 0.465 -1.840 -2.582  -0.230
C: -2.719 -3.593 -3.502  -1.508
C: -2.237 -2.851 -2.256  0.945
C: -1.403 -3.751 -1.354  -0.580
O: -1.423 -1.754 -2.645  0.745
H: -3.298 -4.476 -3.231  0.459
H: -1.851 -3.919 -4.079  0.266
H: -3.299 -2.914 -4.130  0.299
H: -3.095 -2.555 -1.640  -0.050
H: -0.447 -3.995 -1.825  0.349
H: -1.951 -4.640 -1.045  0.643
H: -1.138 -3.189 -0.462  -0.650
H: -1.988 -1.112 -3.128  -0.344
C: -0.826 -5.051 1.770  -1.509
C: -1.634 -3.773 2.046  1.333
C: -2.639 -3.971 3.151  -1.570
O: -0.698 -2.734 2.381  -0.293
H: -0.171 -5.230 2.635  0.443
H: -0.156 -4.976 0.916  0.244
H: -1.439 -5.951 1.703  0.451
H: -2.069 -3.538 1.083  -0.400
H: -3.248 -3.081 3.327  0.332
H: -2.140 -4.166 4.106  0.336
H: -3.313 -4.807 2.965  0.439
H: -0.180 -3.041 3.132  0.243
C: 0.260 3.237 2.729  -0.482
C: 0.657 4.629 2.262  0.903
C: 0.247 5.732 3.222  -1.616
O: 2.067 4.761 2.028  -0.491
H: -0.785 3.065 2.471  0.419
H: 0.496 3.059 3.781  0.313
H: 0.859 2.471 2.225  -0.305
H: 0.172 4.839 1.298  -0.114
H: 0.929 5.735 4.075  0.356
H: -0.769 5.573 3.591  0.366
H: 0.258 6.710 2.744  0.401
H: 2.292 3.932 1.577  0.223

Atoms 1-2, force components in eV/Å:
0.79 0.03 -0.14
-0.56 -0.06 0.16

***

2.
C17H56BO11V as an isolated structure at a distorted geometry, computed with ωB97M-V/def2-TZVPD.

## Properties
* DFT total energy: -67420.62936 eV
* E_LUMO: -0.01512 Ha
* HOMO-LUMO gap: 9.1108 eV
* net charge: 0
* E_HOMO: -9.5 eV

Each line ends with the Mulliken charge.
Geometry (Å):
O: -0.464 3.614 0.534  -0.538
V: -1.016 2.293 -0.137  0.337
O: -2.463 2.653 -0.725  -0.454
B: -0.245 0.197 -0.041  4.342
H: 0.461 0.683 -0.779  -0.960
H: -1.304 0.249 -0.415  -0.190
H: 0.092 -0.898 0.085  -0.578
H: -0.167 0.683 0.977  -0.516
C: -2.458 2.182 3.048  -0.742
O: -2.310 1.643 1.729  -0.226
H: -1.657 2.914 3.156  0.223
H: -3.437 2.638 3.194  0.279
H: -2.227 1.390 3.766  0.296
H: -2.888 0.862 1.670  0.298
C: -2.692 -1.203 -4.655  -0.550
O: -2.448 -0.101 -3.790  -0.390
H: -3.554 -1.033 -5.294  0.257
H: -1.786 -1.431 -5.229  0.205
H: -2.916 -2.093 -4.052  0.222
H: -1.876 -0.429 -3.091  0.201
C: 3.332 1.721 -0.231  -0.121
O: 4.296 2.285 -1.120  -0.556
H: 2.516 2.417 -0.043  -0.149
H: 2.968 0.814 -0.731  0.012
H: 3.806 1.462 0.718  0.427
H: 5.164 1.962 -0.875  0.319
C: 1.959 -1.925 2.214  -0.740
O: 1.932 -0.521 2.037  -0.592
H: 1.102 -2.329 2.763  0.262
H: 2.009 -2.415 1.240  0.182
H: 2.819 -2.247 2.799  0.360
H: 1.161 -0.339 1.466  -0.391
C: 1.342 -0.729 -4.041  -0.366
O: 1.083 0.524 -3.426  -0.463
H: 2.411 -0.936 -4.090  0.305
H: 0.885 -1.531 -3.446  -0.093
H: 0.842 -0.821 -5.002  0.280
H: 1.394 0.482 -2.515  0.088
C: -3.852 -2.531 2.715  -1.601
C: -3.227 -2.419 1.320  0.992
C: -4.088 -3.062 0.256  -1.290
O: -3.001 -1.024 1.117  -0.642
H: -3.346 -1.992 3.512  0.344
H: -3.963 -3.592 2.949  0.406
H: -4.865 -2.118 2.669  0.336
H: -2.264 -2.935 1.381  0.046
H: -3.526 -3.074 -0.682  0.214
H: -5.018 -2.526 0.060  0.344
H: -4.369 -4.098 0.448  0.412
H: -2.148 -0.840 0.708  -0.199
C: 0.889 -5.885 -0.262  -1.493
C: 0.405 -5.082 -1.474  0.553
C: 0.176 -3.605 -1.240  -0.508
O: 1.315 -5.186 -2.561  -0.542
H: 0.275 -5.632 0.601  0.321
H: 1.955 -5.732 -0.079  0.403
H: 0.801 -6.957 -0.455  0.431
H: -0.552 -5.512 -1.793  0.130
H: 1.072 -2.990 -1.093  0.187
H: -0.492 -3.311 -0.430  -0.011
H: -0.177 -3.162 -2.177  0.096
H: 1.895 -5.943 -2.456  0.312
C: 1.299 1.808 4.340  -0.887
C: 2.682 2.345 3.953  0.770
C: 3.373 2.856 5.202  -1.507
O: 3.529 1.360 3.365  -0.589
H: 0.795 1.413 3.457  -0.172
H: 0.636 2.562 4.768  0.422
H: 1.355 0.996 5.069  0.349
H: 2.572 3.107 3.170  0.143
H: 3.411 2.061 5.945  0.357
H: 2.773 3.637 5.681  0.378
H: 4.325 3.322 4.949  0.362
H: 3.002 0.710 2.854  0.385
C: -1.086 4.412 -3.384  -1.327
C: 0.272 3.892 -2.954  0.732
C: 1.100 4.847 -2.119  -1.372
O: 0.028 2.711 -2.135  0.193
H: -1.725 4.634 -2.528  0.232
H: -1.637 3.623 -3.904  0.351
H: -0.991 5.275 -4.043  0.426
H: 0.858 3.602 -3.828  0.199
H: 2.031 4.364 -1.824  0.285
H: 0.530 5.257 -1.284  0.238
H: 1.390 5.742 -2.677  0.463
H: -0.087 1.983 -2.774  0.046

Atoms 1-2, force components in eV/Å:
0.07 -0.70 0.12
-2.27 1.82 -1.04

***

3.
One molecule with the formula C6H10S2 at a distorted geometry, computed with ωB97M-V/def2-TZVPD.

## Properties
* DFT total energy: -28051.99681 eV
* E_LUMO: 0.02528 Ha
* HOMO-LUMO gap: 9.3253 eV
* net charge: 0
* E_HOMO: -8.6 eV

Each line ends with the Mulliken charge.
Geometry (Å):
C: 1.115 -0.089 1.235  -1.778
C: -0.072 -0.549 0.399  1.179
C: -1.367 -0.455 1.210  -1.070
C: -0.493 1.688 -0.341  -0.789
C: -0.445 0.262 -0.838  -0.568
C: 0.301 -1.057 -0.980  -0.126
H: 1.564 -0.951 1.727  0.387
H: 1.924 0.370 0.630  0.458
H: 0.813 0.623 2.013  0.417
H: -2.182 -0.973 0.773  0.394
H: -1.291 -0.732 2.252  0.425
H: -0.957 2.362 -1.024  0.408
H: 0.423 2.075 0.024  0.325
H: -1.457 0.032 -1.130  0.242
H: -0.347 -1.798 -1.462  0.356
H: 2.193 -2.462 -1.018  0.125
S: -1.675 1.408 1.101  -0.131
S: 1.992 -1.242 -1.532  -0.254

Atoms 1-2, force components in eV/Å:
0.44 0.54 -0.39
-0.31 0.11 0.38